No. 1
Formula: C12H19BFNO6Si
Source: OMol25
Level of theory: ωB97M-V/def2-TZVPD

Cartesian coordinates (Å):
C (-2.27439, -2.99862, -2.27355)
Si (-0.84217, -1.91744, -2.98135)
C (-0.68253, -2.38797, -4.86934)
C (-1.38115, -0.07014, -2.91321)
C (0.81055, -2.32139, -2.07979)
C (1.40696, -3.69436, -2.33285)
F (0.75601, -4.69512, -3.23098)
C (2.80543, -4.00572, -1.49271)
O (3.83810, -4.71499, -1.95460)
C (2.92253, -3.36679, 0.02049)
C (2.31925, -2.00149, 0.26306)
O (2.47517, -1.43263, 1.61072)
B (1.29757, -0.64775, 2.03115)
O (-0.11314, -0.92041, 1.67807)
O (1.58306, 0.53058, 2.92448)
C (1.59915, -1.28931, -1.02605)
O (1.61876, 0.01593, -1.32878)
H (-1.87408, -3.84770, -1.53615)
H (-2.83257, -3.54313, -3.17386)
H (-3.08360, -2.33800, -1.74107)
H (-1.50755, -1.84741, -5.53282)
H (-0.84495, -3.54599, -4.99717)
H (0.39828, -2.11404, -5.25069)
H (-2.12574, 0.03846, -1.99653)
H (-0.47239, 0.68815, -2.85712)
H (-2.05389, 0.12082, -3.88072)
H (3.48892, -3.93296, 0.88132)
H (-0.44289, -0.03807, 1.28158)
H (1.43802, 1.38754, 2.38664)
C (-1.57009, 5.83064, 3.49517)
N (-0.81115, 4.86849, 2.73278)
C (-0.08967, 3.80696, 3.19397)
C (-0.05394, 3.57327, 4.67882)
O (0.50371, 3.07902, 2.40183)
H (-2.60860, 5.78704, 3.15811)
H (-1.16510, 6.82384, 3.28662)
H (-1.52724, 5.63815, 4.56797)
H (-0.78890, 4.96252, 1.72430)
H (0.55902, 2.69303, 4.89608)
H (0.38991, 4.43593, 5.18279)
H (-1.06467, 3.39108, 5.05337)

Values from the calculation:
- Multiplicity: 1
- Gap between HOMO and LUMO: 7.877 eV
- SMILES: C[Si](C)(C)C1=C(F)C(=O)C=C(OB(O)O)C1=O.CNC(C)=O
- E_HOMO: -9.711 eV
- Strongest force on any atom: 8.3 eV/Å
- Total charge: 0
- LUMO: -1.83 eV


No. 2
Formula: C20H40AgO9
Source: OMol25
Level of theory: ωB97M-V/def2-TZVPD

Cartesian coordinates (Å):
Ag (-20.48214, 11.15884, 23.03854)
C (-19.41923, 13.75342, 20.77641)
C (-18.65755, 12.45018, 20.60682)
O (-19.21350, 11.41941, 21.29950)
H (-20.48439, 13.61683, 20.55312)
H (-19.06872, 14.55558, 20.11616)
H (-19.38506, 14.06933, 21.82274)
H (-17.61716, 12.64756, 20.95030)
H (-18.61776, 12.23888, 19.51751)
C (-20.56527, 10.56248, 26.71998)
C (-21.64901, 9.99121, 25.82755)
O (-21.85525, 10.72691, 24.69747)
H (-20.25325, 9.86857, 27.51220)
H (-20.88046, 11.52066, 27.14554)
H (-19.67806, 10.77245, 26.11392)
H (-22.58532, 9.93280, 26.41085)
H (-21.34089, 8.94515, 25.59718)
C (-13.81103, 12.65398, 23.66695)
C (-15.11583, 13.23770, 24.15381)
C (-15.87320, 14.05674, 23.07422)
O (-17.24561, 13.68271, 23.26823)
C (-17.29048, 12.55011, 24.01991)
O (-18.27068, 11.96636, 24.27325)
O (-16.04075, 12.17702, 24.41331)
H (-13.46163, 11.89815, 24.37565)
H (-13.05113, 13.42887, 23.58889)
H (-13.96664, 12.13111, 22.72531)
H (-15.02348, 13.85687, 25.04736)
H (-15.59045, 13.71949, 22.07353)
H (-15.71162, 15.12250, 23.19553)
C (-22.31303, 7.79793, 20.42310)
C (-22.11862, 8.21384, 21.87849)
O (-21.29188, 9.02914, 22.17268)
C (-23.05731, 7.64533, 22.89539)
H (-21.33898, 7.63584, 19.96741)
H (-22.72046, 8.69910, 19.95093)
H (-22.98290, 6.95634, 20.29721)
H (-22.83984, 6.57779, 23.01173)
H (-24.09632, 7.77679, 22.58993)
H (-22.91313, 8.13073, 23.86034)
C (-20.03747, 15.37006, 25.04886)
C (-20.98647, 14.21777, 24.77597)
O (-20.86292, 13.51696, 23.81799)
C (-22.14937, 14.04113, 25.72233)
H (-20.38078, 16.20644, 24.42975)
H (-19.00508, 15.15134, 24.79943)
H (-20.11330, 15.69431, 26.08887)
H (-21.79876, 14.10221, 26.75206)
H (-22.57887, 13.05468, 25.55362)
H (-22.85634, 14.84660, 25.51438)
C (-23.50536, 12.60262, 19.89506)
C (-23.46236, 11.77468, 21.13194)
O (-22.51375, 11.79814, 21.85737)
C (-24.67154, 10.93607, 21.46334)
H (-22.49680, 12.89556, 19.62609)
H (-24.20038, 13.42915, 20.04193)
H (-23.90944, 12.00931, 19.06361)
H (-25.57705, 11.49296, 21.20290)
H (-24.63006, 10.64167, 22.50488)
H (-24.68575, 10.06183, 20.80283)
C (-16.65163, 8.54826, 23.93248)
C (-18.13264, 8.25045, 23.87791)
O (-18.96174, 9.12942, 23.83323)
C (-18.53256, 6.79057, 23.89537)
H (-16.18624, 8.01753, 23.09712)
H (-16.22726, 8.17414, 24.86356)
H (-16.50338, 9.61850, 23.85067)
H (-19.61458, 6.70272, 23.84681)
H (-18.16096, 6.29541, 24.79616)
H (-18.09161, 6.25564, 23.04848)

Values from the calculation:
- Multiplicity: 2
- Gap between HOMO and LUMO (alpha / beta): 8.097 / 5.679 eV
- E_HOMO (alpha / beta): -7.351 / -6.389 eV
- ⟨S²⟩: 0.755
- Strongest force on any atom: 1.7 eV/Å
- Total charge: 0
- Energy above the lowest of the compared OMol25 structures with the same formula, charge and spin: 0.00 kJ/mol
- LUMO (alpha / beta): 0.75 / -0.71 eV


No. 3
Formula: C37H32ClMgN4O3S
Source: OMol25
Level of theory: ωB97M-V/def2-TZVPD

Cartesian coordinates (Å):
Mg (1.13768, -0.77454, 0.37301)
Cl (-3.91168, -1.37688, 5.40769)
C (-2.48280, -1.52737, 4.40626)
C (-2.02081, -2.79861, 4.04518)
C (-0.90969, -2.92947, 3.25482)
C (-0.21130, -1.80342, 2.71820)
O (0.78397, -1.97304, 1.94225)
C (-0.70421, -0.51865, 3.13060)
C (-0.02141, 0.69557, 2.76243)
N (0.85995, 0.73237, 1.83547)
C (1.65768, 1.85464, 1.56086)
C (1.36728, 3.15844, 1.86891)
C (2.25595, 4.18643, 1.50712)
C (3.41603, 3.89774, 0.84278)
C (3.73885, 2.56398, 0.51119)
C (4.92423, 2.19876, -0.18333)
C (5.16171, 0.89098, -0.45124)
C (4.20921, -0.07639, -0.04565)
N (3.10431, 0.21468, 0.58651)
C (2.85907, 1.53373, 0.87172)
C (-1.81472, -0.41183, 3.98020)
H (-2.54588, -3.67500, 4.40304)
H (-0.54130, -3.90926, 2.97931)
H (-0.25821, 1.58694, 3.35657)
H (0.43520, 3.40749, 2.35844)
H (2.00384, 5.21254, 1.73911)
H (4.09207, 4.68958, 0.54577)
H (5.61059, 2.97357, -0.50368)
H (6.03190, 0.56578, -1.00301)
H (4.38236, -1.12148, -0.27256)
H (-2.16040, 0.57162, 4.27759)
C (-1.20509, 3.47738, -2.52019)
C (-0.25272, 2.98748, -3.42046)
C (0.58000, 1.93452, -3.11607)
C (0.50395, 1.26960, -1.85336)
C (-0.44711, 1.81060, -0.93846)
C (-1.27221, 2.86723, -1.27213)
N (1.22511, 0.20028, -1.49946)
N (2.27288, -0.05854, -2.40223)
C (2.86688, -1.23189, -2.40662)
C (4.01128, -1.34823, -3.28125)
C (4.81269, -2.45610, -3.36156)
C (4.57041, -3.59323, -2.58501)
C (3.45472, -3.55660, -1.75023)
C (2.63145, -2.45490, -1.66896)
H (-1.84692, 4.31057, -2.77564)
H (-0.16355, 3.45062, -4.39913)
H (1.30148, 1.56966, -3.83090)
H (-0.53486, 1.37818, 0.05384)
H (-1.98220, 3.22582, -0.53242)
H (4.22141, -0.47065, -3.88049)
H (5.65446, -2.44381, -4.04678)
H (5.19232, -4.47492, -2.64302)
H (3.22870, -4.43066, -1.15411)
C (-6.71543, 1.53376, 1.39651)
C (-5.49575, 0.95114, 0.73931)
C (-5.08626, 1.38127, -0.51782)
C (-3.95689, 0.84737, -1.12282)
C (-3.24827, -0.14167, -0.46392)
C (-3.62799, -0.57982, 0.79674)
C (-4.75019, -0.03157, 1.39011)
S (-1.76818, -0.79981, -1.20991)
C (-2.45042, -2.37829, -1.73635)
O (-0.91473, -1.17979, -0.03346)
H (-7.06821, 2.41523, 0.86255)
H (-6.50697, 1.81933, 2.42768)
H (-7.52915, 0.80589, 1.41888)
H (-5.63797, 2.16754, -1.01874)
H (-3.60150, 1.22981, -2.07041)
H (-3.02711, -1.31940, 1.30958)
H (-5.04275, -0.36342, 2.38009)
H (-2.82384, -2.91047, -0.86241)
H (-1.63704, -2.92684, -2.20626)
H (-3.24739, -2.19348, -2.45434)
C (0.95325, -3.72892, -0.49823)
O (1.50972, -2.47127, -0.81040)
H (0.78852, -4.29387, -1.42220)
H (0.01533, -3.52985, 0.01369)
H (1.59671, -4.30413, 0.17123)

Values from the calculation:
- Multiplicity: 1
- Gap between HOMO and LUMO: 3.872 eV
- E_HOMO: -1.803 eV
- Strongest force on any atom: 0.8 eV/Å
- Total charge: -1
- LUMO: 2.07 eV


No. 4
Formula: C5H12MnO4SSi
Source: OMol25
Level of theory: ωB97M-V/def2-TZVPD

Cartesian coordinates (Å):
C (2.05552, 1.57471, 0.70570)
Si (0.90005, 0.22407, 0.14715)
C (0.53979, 0.33199, -1.76898)
C (1.75512, -1.50606, 0.44268)
C (-0.80595, 0.37066, 0.94850)
C (-1.65195, -0.88648, 1.09246)
O (-2.95233, -0.52027, 0.70735)
S (-2.93326, 0.60525, -0.44324)
O (-2.80929, -0.02958, -1.70807)
O (-3.91136, 1.57378, -0.16484)
O (-1.46379, 1.14895, -0.09284)
H (1.48904, 2.29862, 1.28106)
H (2.84310, 1.16233, 1.32785)
H (2.50934, 2.05023, -0.15834)
H (1.35996, -0.19434, -2.32081)
H (-0.44919, -0.12089, -1.99716)
H (0.56730, 1.36874, -2.08387)
H (1.20010, -2.22237, 1.04457)
H (2.04079, -1.99232, -0.52973)
H (2.72363, -1.31517, 0.89480)
H (-0.81126, 0.99949, 1.83338)
H (-1.67393, -1.18766, 2.13524)
H (-1.33172, -1.73705, 0.47248)
Mn (0.81031, -1.99665, -1.76534)

Values from the calculation:
- Multiplicity: 6
- Gap between HOMO and LUMO (alpha / beta): 6.287 / 5.982 eV
- E_HOMO (alpha / beta): -17.721 / -17.712 eV
- ⟨S²⟩: 8.754
- Strongest force on any atom: 2.3 eV/Å
- Total charge: +2
- LUMO (alpha / beta): -11.43 / -11.73 eV


No. 5
Formula: C2H5O2S2
Source: OMol25
Level of theory: ωB97M-V/def2-TZVPD

Cartesian coordinates (Å):
C (0.87352, -0.20382, -0.47745)
S (1.48750, 1.16497, -1.44269)
S (2.59131, 0.25274, -2.91804)
H (0.67031, 0.19550, 0.51952)
H (-0.06763, -0.59722, -0.82166)
H (1.60547, -0.98854, -0.34736)
H (1.66980, 0.12537, -3.88879)
O (-2.01085, -0.65082, 3.37439)
C (-2.18555, 0.01189, 2.34741)
O (-1.49201, 0.07247, 1.30793)
H (-3.14186, 0.61744, 2.34673)

Values from the calculation:
- Multiplicity: 1
- Gap between HOMO and LUMO: 6.762 eV
- E_HOMO: -4.094 eV
- Strongest force on any atom: 0.8 eV/Å
- Total charge: -1
- Energy above the lowest of the compared OMol25 structures with the same formula, charge and spin: 58.93 kJ/mol
- LUMO: 2.67 eV


No. 6
Formula: C5H12NO
Source: OMol25
Level of theory: ωB97M-V/def2-TZVPD

Cartesian coordinates (Å):
C (2.04370, -1.89038, 0.71365)
C (0.77035, -1.58444, 0.89103)
C (0.16725, -0.22146, 1.09604)
C (-0.72041, 0.05693, -0.15193)
N (-1.83506, 1.06315, 0.12234)
C (0.24325, 0.59287, -1.23470)
O (-0.45224, 1.68468, -1.86346)
H (2.75067, -1.11087, 0.48658)
H (2.60763, -2.81107, 0.87477)
H (0.11179, -2.40163, 1.13621)
H (-0.42865, -0.26572, 2.05891)
H (0.80585, 0.67439, 1.17263)
H (-1.18329, -0.88771, -0.43863)
H (-2.07571, 1.65524, -0.69133)
H (-2.74350, 0.66057, 0.35632)
H (-1.58211, 1.73874, 0.85157)
H (0.28983, -0.16937, -2.01943)
H (1.19226, 0.99870, -0.86835)
H (0.03838, 2.21736, -2.49219)

Values from the calculation:
- Multiplicity: 1
- Gap between HOMO and LUMO: 10.071 eV
- SMILES: C=CC[C@@H]([NH3+])CO
- E_HOMO: -13.522 eV
- Strongest force on any atom: 2.4 eV/Å
- Total charge: +1
- Energy above the lowest of the compared OMol25 structures with the same formula, charge and spin: 133.10 kJ/mol
- LUMO: -3.45 eV


No. 7
Formula: C4H3NO2
Source: OMol25
Level of theory: ωB97M-V/def2-TZVPD

Cartesian coordinates (Å):
O (-0.05707, 1.14282, -2.61826)
C (0.16819, 1.37741, -1.46144)
C (-0.04352, 0.36190, -0.38644)
N (0.34236, 0.43692, 0.81039)
C (-0.01000, -0.86807, 1.36459)
C (-0.78316, -1.63870, 0.32864)
O (-0.69359, -0.84498, -0.73104)
H (0.56736, 2.33902, -1.09493)
H (-0.39718, -0.82401, 2.38588)
H (0.90660, -1.48230, 1.40261)

Values from the calculation:
- Multiplicity: 1
- Gap between HOMO and LUMO: 8.930 eV
- E_HOMO: -9.623 eV
- Strongest force on any atom: 0.4 eV/Å
- Total charge: 0
- Energy above the lowest of the compared OMol25 structures with the same formula, charge and spin: 345.95 kJ/mol
- LUMO: -0.69 eV


No. 8
Formula: C19H28F9N2O4P3Ti
Source: OMol25
Level of theory: ωB97M-V/def2-TZVPD

Cartesian coordinates (Å):
Ti (-0.64536, -0.30079, -0.23034)
C (-3.93632, 2.38661, 0.60834)
C (-2.90249, 1.35308, 0.96745)
O (-1.83428, 1.35461, 0.27102)
C (-3.15087, 0.49623, 2.03730)
C (-2.22976, -0.40716, 2.56857)
C (-2.49476, -1.05547, 3.89109)
N (-1.07765, -0.67547, 1.93000)
N (-0.18091, -1.29275, 2.65356)
C (0.94629, -1.60884, 1.81282)
O (0.93749, -1.00135, 0.62666)
C (2.26810, -1.48790, 2.53301)
C (3.42660, -1.54527, 1.76123)
C (4.66555, -1.42183, 2.36715)
C (4.75599, -1.23972, 3.74334)
C (3.60250, -1.19058, 4.50941)
C (2.35635, -1.31830, 3.90507)
H (-4.45854, 2.06206, -0.29391)
H (-3.44375, 3.33440, 0.38698)
H (-4.66769, 2.52871, 1.40189)
H (-4.08945, 0.61469, 2.56016)
H (-1.79803, -0.68215, 4.64409)
H (-2.32473, -2.12984, 3.81762)
H (-3.51519, -0.85657, 4.21391)
H (3.33637, -1.68621, 0.69215)
H (5.56507, -1.47055, 1.76577)
H (5.72644, -1.14175, 4.21508)
H (3.66949, -1.05680, 5.58238)
H (1.44898, -1.29359, 4.49251)
C (-2.84880, 1.82154, -2.76680)
P (-1.39318, 0.71528, -2.71480)
C (-1.69197, -0.34317, -4.16144)
C (-0.06518, 1.84968, -3.30559)
C (0.41780, 2.74063, -2.15494)
P (0.99355, 1.67567, -0.77192)
C (1.13921, 2.83602, 0.62631)
C (2.72518, 1.32163, -1.17754)
H (-2.72968, 2.62056, -2.03595)
H (-3.73728, 1.24765, -2.50526)
H (-2.97148, 2.24901, -3.76464)
H (-1.85381, 0.25642, -5.06010)
H (-2.56868, -0.95897, -3.96321)
H (-0.84214, -1.01020, -4.30183)
H (-0.42305, 2.44497, -4.15105)
H (0.74902, 1.21442, -3.66430)
H (-0.40789, 3.34409, -1.76535)
H (1.20575, 3.42710, -2.47638)
H (1.75938, 3.70121, 0.38275)
H (1.58295, 2.30217, 1.46838)
H (0.14007, 3.16246, 0.91529)
H (3.31699, 2.23879, -1.21435)
H (2.78133, 0.79474, -2.12858)
H (3.11662, 0.64850, -0.41618)
F (-2.34842, -2.36152, -1.83008)
C (-2.46089, -1.54422, -0.73275)
F (-3.61562, -0.79782, -1.02312)
F (-2.88330, -2.39112, 0.26210)
O (0.74684, -3.09807, 1.47822)
O (0.85214, -3.85854, 2.52335)
F (0.41319, -1.42436, -1.90800)
P (1.64664, -2.25260, -2.71778)
F (1.87170, -0.89465, -3.60361)
F (2.81624, -2.99899, -3.52081)
F (2.70668, -1.69023, -1.64428)
F (1.35471, -3.52928, -1.81361)
F (0.54990, -2.72626, -3.79642)

Values from the calculation:
- Multiplicity: 4
- Gap between HOMO and LUMO (alpha / beta): 6.869 / 7.983 eV
- E_HOMO (alpha / beta): -4.478 / -6.160 eV
- ⟨S²⟩: 3.786
- Strongest force on any atom: 0.2 eV/Å
- Total charge: -1
- Energy above the lowest of the compared OMol25 structures with the same formula, charge and spin: 74.04 kJ/mol
- LUMO (alpha / beta): 2.39 / 1.82 eV


For each record above, in turn, the calculated calculated total energy values are -1388.936537 -1610.055789 -2932.493901 -2336.563900 -1026.115333 -327.408891 -359.338593 -3923.890848 a.u..